The following is a DFT calculation (ωB97M-V with the def2-TZVPD basis set) of an isolated molecule of C17H18N2O2S.

Geometry as XYZ:
```
40
Properties=species:S:1:pos:R:3:forces:R:3:mulliken_charge:R:1
C -0.918583 3.533532 1.489673 0.030 0.158 -0.019 -1.734
C -0.026187 2.516291 2.117247 -0.029 -0.117 0.028 1.230
C 0.779065 2.863963 3.198365 -0.035 -0.024 -0.085 -0.749
C 1.574884 1.940615 3.843764 0.061 -0.249 -0.018 -0.870
C 1.568150 0.613774 3.420009 -0.195 0.322 -0.096 0.010
C 0.786372 0.250719 2.329729 0.082 0.072 0.073 -0.595
C 0.014083 1.191455 1.666068 0.320 0.134 0.327 0.210
N -0.766809 0.759868 0.571744 -0.379 -0.466 -0.063 -0.124
C -0.606817 1.183228 -0.715471 -0.106 0.095 -0.154 0.314
N -1.446784 0.607198 -1.609693 -0.155 -0.196 0.389 -0.190
H -1.946876 -0.217447 -1.305123 -0.007 0.109 0.026 0.317
C -1.231055 0.698415 -3.035025 0.234 0.061 -0.302 -1.017
C -0.091243 -0.225379 -3.506206 -0.184 0.088 0.105 -0.980
C -0.301390 -1.617851 -2.986086 0.099 0.050 -0.133 0.302
C -1.142100 -2.506138 -3.645379 0.038 0.019 0.028 -0.343
C -1.384423 -3.765087 -3.124797 -0.080 -0.083 -0.016 -0.552
C -0.794733 -4.149937 -1.932282 -0.032 -0.105 0.038 -0.432
C 0.044539 -3.272527 -1.266633 0.002 -0.053 0.091 -0.713
C 0.288609 -2.015360 -1.791455 0.017 0.008 -0.018 -0.025
H 0.952722 -1.335617 -1.274966 0.086 0.097 0.035 0.438
H 0.513059 -3.568921 -0.339336 0.050 -0.032 0.074 0.416
H -0.984534 -5.132144 -1.525681 -0.012 -0.082 0.027 0.384
H -2.035195 -4.448286 -3.650822 -0.048 -0.060 -0.041 0.380
H -1.604213 -2.209571 -4.576544 -0.046 0.032 -0.111 0.398
H -0.065927 -0.216715 -4.596126 0.047 0.011 -0.042 0.478
H 0.851580 0.175005 -3.131279 -0.017 0.016 -0.067 0.347
H -0.980364 1.734756 -3.269619 -0.139 -0.125 -0.028 0.392
H -2.168276 0.430049 -3.526645 0.034 0.020 0.018 0.477
S 0.494947 2.329475 -1.155638 0.495 0.240 -0.178 -0.361
H -1.181314 -0.156982 0.690855 -0.019 0.143 -0.038 0.280
H 0.798773 -0.779699 2.003871 0.022 -0.079 -0.062 0.554
C 2.367507 -0.432884 4.085805 0.108 -0.623 -0.002 0.436
O 2.361980 -1.600479 3.777961 -0.023 0.080 -0.030 -0.603
O 3.120517 0.029341 5.096742 0.190 0.377 0.302 -0.450
H 3.622624 -0.701810 5.488680 -0.203 -0.051 -0.244 0.353
H 2.189750 2.230837 4.680491 0.037 0.041 0.068 0.451
H 0.765487 3.887306 3.543665 -0.019 0.099 0.034 0.416
H -0.428887 3.968068 0.617632 -0.081 0.020 0.028 0.314
H -1.142502 4.331816 2.192469 -0.072 0.023 0.094 0.497
H -1.846434 3.077120 1.150035 -0.070 0.031 -0.040 0.342
```
Positions in Å, forces in eV/Å.

Calculated values
E_HOMO: -8.3 eV
Relative energy (zero: lowest compared OMol25 entry of this formula, charge and spin): 0.0657 eV
HOMO-LUMO gap: 8.8 eV
Structure (SMILES): Cc1ccc(C(=O)O)cc1NC(=S)NCCc1ccccc1
E_LUMO: 0.52 eV

---

The following is a DFT calculation (ωB97M-V with the def2-TZVPD basis set) of a structure of composition C17H18N2O2S2 at a distorted geometry.

Geometry as XYZ:
```
41
Properties=species:S:1:pos:R:3:forces:R:3:mulliken_charge:R:1
O 0.051894 0.348285 4.083787 -0.440 1.006 -0.474 -0.591
S -4.475885 -0.806770 2.205139 -2.164 -0.622 -0.748 -0.325
O 0.944398 3.235022 -3.455415 -1.893 -0.250 2.769 -0.399
S -2.527101 -0.088014 4.038115 1.504 1.466 1.384 -0.192
C -0.874825 -0.014118 3.381722 2.873 -1.666 1.130 0.503
C -2.973220 -0.996194 2.730483 1.125 -0.851 -2.747 0.192
C -0.331365 3.851998 -3.255152 0.591 0.173 -1.995 -0.437
C -1.145427 3.186957 -2.448630 -0.311 -0.519 -0.013 -0.600
C 1.609389 0.258880 1.542781 1.239 1.757 -1.398 -1.146
C 0.587386 -1.351925 -0.010803 -1.295 -1.407 3.656 -0.436
C -0.428509 2.065121 -1.961983 2.492 0.459 0.207 0.024
C 0.534560 -0.685819 1.325022 -3.441 -0.615 -0.049 0.758
C -0.635695 -0.835074 2.141705 -0.585 0.602 0.313 -0.433
C 2.258303 0.978601 0.493229 -2.335 -4.645 1.899 0.992
C 1.075617 -0.673291 -1.013248 2.030 1.837 0.981 1.003
C 0.885268 2.219591 -2.496414 -3.518 -1.150 1.364 0.516
N 1.801043 0.552080 -0.757192 0.161 1.792 -2.604 0.400
N -1.923525 -1.600810 2.036383 1.289 0.927 0.675 0.212
C 3.477572 1.805617 0.789345 -0.366 0.749 2.590 -1.551
C 1.085309 -1.293558 -2.309087 -0.378 -1.239 -2.661 -1.835
C 2.052669 1.468408 -1.933726 1.242 -0.247 -0.376 -1.313
C -3.169031 -3.755685 1.720065 -0.470 1.443 -1.656 -1.239
C -2.181593 -2.678212 1.102717 -1.941 0.860 -0.925 -0.436
H -0.743342 4.580462 -3.933253 1.053 0.339 -0.397 0.394
H -2.186529 3.465176 -2.372270 0.084 -0.146 0.371 0.385
H 1.894451 0.451390 2.550184 0.249 0.154 0.532 0.463
H 0.195206 -2.412127 -0.035663 0.564 1.654 -0.619 0.083
H -0.765342 1.410638 -1.133791 0.584 0.326 -0.857 0.397
H 3.152162 2.857021 0.921525 0.345 -0.349 -0.116 0.346
H 4.376478 1.814172 0.196530 -0.158 -0.440 -0.892 0.408
H 3.847537 1.466463 1.836750 -0.778 0.612 -1.698 0.346
H 1.965873 -1.080388 -2.900595 0.451 -0.177 0.049 0.345
H 0.970777 -2.407047 -2.206876 0.205 1.132 -0.061 0.373
H 0.271302 -0.971449 -2.972877 -0.080 0.092 0.294 0.314
H 2.530904 0.869457 -2.698762 0.038 -0.201 -0.376 0.390
H 2.830023 2.226666 -1.727637 -0.269 -0.449 0.579 0.416
H -3.377374 -4.544524 1.024943 0.334 -0.452 -0.828 0.436
H -4.179603 -3.355473 1.883871 0.642 0.065 0.456 0.313
H -2.747824 -4.245668 2.566956 0.351 0.093 0.906 0.333
H -1.267195 -3.185492 0.954053 1.009 -0.427 -0.237 0.332
H -2.464736 -2.130364 0.098068 -0.032 -1.685 1.572 0.258
```
Positions in Å, forces in eV/Å.

Calculated values
E_HOMO: -7.1 eV
Relative energy (zero: lowest compared OMol25 entry of this formula, charge and spin): 3.1206 eV
HOMO-LUMO gap: 6.8 eV
E_LUMO: -0.30 eV

---

The following is a DFT calculation (ωB97M-V with the def2-TZVPD basis set) of an isolated molecule of C17H18N2O4S at a distorted geometry.

Geometry as XYZ:
```
42
Properties=species:S:1:pos:R:3:forces:R:3:mulliken_charge:R:1
C -4.012953 1.054676 -2.413614 0.233 -0.241 0.240 -1.138
C -3.590546 0.392942 -1.110352 -0.544 0.051 -0.090 -0.326
H -3.530375 1.121645 -0.298963 0.008 -0.123 -0.060 0.335
H -4.292333 -0.404175 -0.845211 0.122 0.152 0.047 0.386
O -2.276268 -0.162290 -1.212667 0.238 0.336 0.131 -0.205
C -2.166285 -1.379234 -1.746051 0.320 -0.281 -0.261 0.499
O -3.093848 -2.039714 -2.129147 -0.149 -0.034 -0.069 -0.595
C -0.719955 -1.841339 -1.745597 -0.298 0.016 -0.012 -0.714
C -0.460995 -2.492636 -0.421790 -0.327 -0.824 0.081 -0.129
C -0.986028 -3.671217 0.004518 0.183 0.183 0.023 -0.210
S -0.477341 -4.014906 1.616967 0.297 0.667 -0.190 -0.242
C 0.421427 -2.486414 1.590467 -0.739 -1.004 -0.468 0.560
N 0.320654 -1.845615 0.483348 0.397 0.481 0.059 -0.307
N 1.123599 -2.132140 2.701486 0.076 -0.178 0.794 -0.129
C 2.100111 -1.154969 2.905410 -0.056 -0.101 0.220 0.032
O 2.815744 -1.279277 3.876997 0.107 0.043 -0.057 -0.615
C 2.206321 -0.035909 1.971325 -0.091 0.552 -0.171 -0.347
C 1.171368 0.606864 1.418499 0.367 -0.441 0.500 -0.225
C 1.257975 1.754749 0.538355 -0.145 0.443 -0.316 0.328
C 2.397815 2.559431 0.432313 -0.166 -0.036 -0.047 -0.439
C 2.429008 3.628220 -0.431406 -0.046 0.121 -0.165 -0.774
C 1.323219 3.933033 -1.231457 0.012 -0.166 0.130 1.040
C 0.183389 3.139495 -1.136254 0.000 0.385 -0.310 -0.639
C 0.156317 2.075541 -0.255726 0.311 -0.185 0.287 -0.335
H -0.727576 1.457879 -0.202961 -0.099 -0.069 0.027 0.282
H -0.687130 3.343683 -1.740021 -0.062 0.043 -0.066 0.349
O 1.462160 5.008317 -2.049179 0.239 -0.139 0.231 -0.472
C 0.380248 5.380645 -2.868116 -0.198 0.055 -0.143 -0.810
H 0.715256 6.258639 -3.417985 -0.069 -0.065 0.018 0.240
H -0.501936 5.641348 -2.274567 0.032 -0.027 -0.022 0.329
H 0.121320 4.587971 -3.577521 0.001 0.024 0.041 0.329
H 3.302045 4.256668 -0.510843 0.106 0.072 0.007 0.421
H 3.258763 2.356292 1.049515 0.108 -0.008 0.071 0.358
H 0.167565 0.253764 1.606499 -0.024 -0.057 0.008 0.533
H 3.219834 0.316743 1.843573 0.078 0.010 -0.022 0.314
H 1.117817 -2.820531 3.447503 0.108 0.260 -0.090 0.225
H -1.637385 -4.339079 -0.519724 -0.176 -0.135 -0.166 0.499
H -0.579720 -2.553116 -2.558724 -0.046 0.114 -0.007 0.402
H -0.052474 -0.987679 -1.847416 0.010 -0.058 -0.067 0.222
H -4.082587 0.309473 -3.202156 -0.038 -0.018 -0.067 0.326
H -3.287554 1.810596 -2.704925 0.030 0.107 -0.039 0.246
H -4.984193 1.523841 -2.286287 -0.111 0.073 -0.010 0.395
```
Positions in Å, forces in eV/Å.

Calculated values
E_HOMO: -8.2 eV
Relative energy (zero: lowest compared OMol25 entry of this formula, charge and spin): 1.7223 eV
HOMO-LUMO gap: 8.5 eV
Structure (SMILES): CCOC(=O)Cc1csc(NC(=O)/C=C/c2ccc(OC)cc2)n1
E_LUMO: 0.24 eV

---

The following is a DFT calculation (ωB97M-V with the def2-TZVPD basis set) of an isolated molecule of C17H18N4O at a distorted geometry.

Geometry as XYZ:
```
40
Properties=species:S:1:pos:R:3:forces:R:3:mulliken_charge:R:1
N 3.305247 4.340269 -1.303859 -0.857 -0.838 0.219 -0.451
N 1.094171 2.015576 -3.816678 -0.333 0.930 3.032 -0.508
C 2.358117 3.678032 -1.273881 1.203 1.412 -0.059 -0.176
C 1.031587 2.389691 -2.706156 0.194 -0.975 -2.796 0.076
N -2.473027 0.839194 0.127332 1.494 -0.158 -0.079 -0.587
O -1.528563 2.879430 0.526112 1.097 -1.217 -0.597 -0.427
C -1.399996 1.552366 0.075969 -2.188 -0.859 0.264 0.388
C -0.372092 -1.958879 -2.467181 0.255 -0.440 -0.436 -0.921
C -0.466729 -0.638197 -2.055837 -0.227 -0.244 -0.190 -0.532
C 0.186361 -2.927948 -1.621201 -1.037 1.056 0.189 -0.940
C -0.053355 -0.272788 -0.786343 -0.360 -2.198 -0.109 -0.986
C 0.539462 -2.599097 -0.306153 0.211 1.246 -0.813 1.295
C 0.429196 -1.241579 0.128387 -0.079 -0.505 -0.807 0.856
N -0.214234 1.062907 -0.431242 1.125 3.239 1.377 1.016
C 1.093325 2.954582 -1.336518 0.069 -0.074 -0.284 1.125
C -3.543588 1.634729 0.657845 -0.474 0.226 0.486 -0.462
C -2.892589 2.984181 0.969542 -0.171 -0.242 1.083 -0.325
C 1.092905 -3.680264 0.565592 0.845 -0.074 0.092 -0.953
C 0.811776 -0.836483 1.530022 -1.168 -0.234 0.713 -0.395
C 1.023974 1.871589 -0.251982 -1.093 -0.437 0.981 -1.513
C 1.832921 -3.121460 1.774584 -0.564 0.930 -0.224 -0.852
C 0.964165 -2.027776 2.457231 0.724 -1.098 0.428 -1.063
H -0.718135 -2.218276 -3.483855 0.262 0.039 0.713 0.350
H -0.921458 0.111960 -2.704238 0.237 -0.188 0.176 0.442
H 0.189172 -3.961638 -1.927349 0.275 -0.165 -0.118 0.435
H 0.281921 3.690568 -1.240277 0.085 -0.293 0.168 0.362
H -4.322927 1.761569 -0.101389 -0.076 -0.208 0.198 0.267
H -4.002565 1.212946 1.592501 0.390 0.061 -0.978 0.268
H -2.941635 3.179237 2.058846 0.419 0.128 -0.584 0.240
H -3.375607 3.774076 0.440622 -0.108 0.759 -0.342 0.271
H 0.274326 -4.285909 0.916503 -0.442 -0.424 0.201 0.367
H 1.769268 -4.362417 -0.002567 -0.522 0.541 0.204 0.393
H 0.006488 -0.201071 1.983417 0.804 -0.054 -0.594 0.133
H 1.766194 -0.337380 1.538642 0.318 0.679 -0.094 0.319
H 1.886644 1.211480 -0.300815 -0.068 -0.109 -0.389 0.465
H 1.069676 2.282532 0.787367 -0.188 0.178 -0.968 0.541
H 2.061827 -3.953267 2.425064 0.320 0.026 0.403 0.389
H 2.740925 -2.602084 1.435688 0.110 -0.431 0.141 0.325
H 1.423498 -1.744225 3.428412 -0.247 0.049 -0.602 0.361
H -0.006646 -2.456173 2.697843 -0.233 -0.034 -0.005 0.404
```
Positions in Å, forces in eV/Å.

Calculated values
E_HOMO: -8.8 eV
Relative energy (zero: lowest compared OMol25 entry of this formula, charge and spin): 3.0313 eV
HOMO-LUMO gap: 9.3 eV
Structure (SMILES): N#CC(C#N)CN(C1=NCCO1)c1cccc2c1CCCC2
E_LUMO: 0.46 eV

---

Question: Among the records above, which one has the highest relative energy (zero: lowest compared OMol25 entry of this formula, charge and spin)?
Answer: C17H18N2O2S2

---

Question: Which of these has the highest E_LUMO?
Answer: C17H18N2O2S

---

Question: Among the records above, which one has the lowest E_LUMO?
Answer: C17H18N2O2S2

---

Question: Which of these has the lowest HOMO-LUMO gap?
Answer: C17H18N2O2S2